A cluster of 2 separate species, C8H7BrN2O in total in a non-equilibrium geometry, computed with ωB97M-V/def2-TZVPD.

Output
Orbital gap   9.682 eV
SMILES   Brc1ccccn1.c1cocn1
Energy relative to the best compared isomer or geometry (same formula, charge and spin)   0.2168 eV
Energy   -83477.6023 eV

Each line ends with the Mulliken charge.
Positions of all 19 atoms, in Å:
Br -3.26 0.04 -0.20  -0.14
O 0.28 1.64 -1.54  -0.30
N 1.45 1.55 0.37  -0.41
N -1.29 -0.87 1.36  -0.57
C 0.15 1.87 0.66  -0.63
C -0.75 -1.15 -1.03  -0.56
C -1.58 -0.75 0.06  0.33
C -0.56 1.85 -0.52  0.00
C -0.06 -1.36 1.70  -0.25
C 0.83 -1.75 0.74  -0.33
C 0.49 -1.67 -0.62  -0.29
C 1.53 1.40 -0.92  -0.09
H 1.79 -2.02 1.30  0.25
H -0.06 1.80 1.65  0.57
H -1.54 2.32 -0.84  0.50
H 2.37 1.52 -1.58  0.36
H 1.23 -1.99 -1.29  0.47
H -1.10 -1.10 -2.00  0.54
H 0.09 -1.36 2.71  0.53

=====

The molecule C8H7BrN2S in a non-equilibrium geometry, computed with ωB97M-V/def2-TZVPD.

Output
Orbital gap   8.053 eV
SMILES   Brc1c(C2CC2)sc2cncn12
Energy relative to the best compared isomer or geometry (same formula, charge and spin)   1.0974 eV
Energy   -92264.3620 eV

Each line ends with the Mulliken charge.
Positions of all 19 atoms, in Å:
Br -0.79 0.82 2.69  -0.17
S 0.13 -0.86 -1.35  -0.22
N -3.23 -2.42 0.09  -0.60
N -1.74 -0.87 0.43  0.10
C -2.39 -2.44 -0.94  -0.32
C -0.82 0.11 0.85  -0.41
C 1.96 2.28 -0.49  -0.43
C -2.82 -1.48 0.92  0.01
C 0.42 0.19 0.02  0.73
C 1.59 1.05 0.31  -0.18
C -1.38 -1.51 -0.75  0.22
C 2.83 1.10 -0.53  -0.60
H 2.83 0.31 -1.45  0.18
H 1.61 1.33 1.35  0.25
H -2.36 -3.28 -1.63  0.37
H -3.37 -1.00 1.77  0.27
H 2.39 3.08 0.14  0.27
H 3.66 1.10 0.10  0.29
H 1.49 2.50 -1.53  0.22

=====

The molecule C8H7BrS in a non-equilibrium geometry, computed with ωB97M-V/def2-TZVPD.

Output
Orbital gap   8.579 eV
SMILES   C[C@@H]1C=Cc2scc(Br)c21
Energy relative to the best compared isomer or geometry (same formula, charge and spin)   0.0000 eV
Energy   -89285.4086 eV

Each line ends with the Mulliken charge.
Positions of all 17 atoms, in Å:
Br 2.95 1.32 -0.04  -0.17
S 1.23 -2.70 0.26  -0.16
C -0.81 1.89 0.71  -0.81
C -1.40 -1.47 -0.35  -0.48
C 0.44 -0.18 -0.21  -0.01
C -1.78 -0.20 -0.61  -0.61
C -0.68 0.83 -0.42  0.06
C 1.84 -0.14 0.10  -0.43
C 2.39 -1.38 0.30  -0.22
C -0.01 -1.48 -0.04  0.13
H -1.91 -2.32 -0.42  0.62
H -1.45 2.63 0.22  0.32
H -0.43 1.29 -1.31  0.42
H 0.24 2.12 0.86  0.23
H 3.36 -1.73 0.36  0.51
H -2.76 0.15 -1.06  0.33
H -1.22 1.37 1.65  0.26

=====

The molecule C8H7Cl2N2P in a non-equilibrium geometry, computed with ωB97M-V/def2-TZVPD.

Output
Orbital gap   8.716 eV
SMILES   Cc1nc2ccccn2c1P(Cl)Cl
Energy relative to the best compared isomer or geometry (same formula, charge and spin)   0.8036 eV
Energy   -45723.2506 eV

Each line ends with the Mulliken charge.
Positions of all 20 atoms, in Å:
Cl -2.48 -0.90 -3.32  -0.22
Cl -1.07 1.87 -3.71  -0.16
P -0.68 -0.03 -3.45  0.30
N 1.34 0.02 0.37  -0.76
N -0.81 0.20 -0.31  0.13
C 2.47 -0.06 -1.86  -1.19
C -2.64 0.22 1.24  -0.80
C 1.27 0.01 -1.01  1.02
C -1.77 0.24 2.36  -0.24
C 0.06 0.06 0.78  0.48
C -2.14 0.15 -0.06  0.14
C -0.05 0.08 -1.43  -0.38
C -0.41 0.21 2.14  -0.60
H -3.62 0.56 1.45  0.37
H -2.68 0.07 -0.98  0.26
H 0.34 0.01 2.96  0.31
H 3.43 0.10 -1.29  0.31
H 2.49 0.73 -2.77  0.27
H -2.30 0.29 3.26  0.46
H 2.50 -1.03 -2.30  0.31